C19H23N4O3Zn | ωB97M-V/def2-TZVPD

Atoms and positions in Å:
Zn -0.665 -0.172 0.253
H -3.659 2.572 -5.035
C 4.012 -1.005 -0.050
C 1.366 -0.884 4.904
H 0.820 -2.579 1.498
H 4.795 -0.861 -0.792
H -2.764 1.188 -3.180
H 2.415 0.784 5.771
C 1.610 -2.387 0.774
H 1.591 2.379 4.069
H 3.141 -2.135 2.275
C 0.471 0.922 2.970
C -3.054 3.026 -4.261
H 4.240 -0.408 0.831
C 1.305 1.334 4.023
H 2.450 -1.239 -1.520
C 1.767 0.449 4.973
C -1.178 -2.989 3.834
C 2.631 -0.674 -0.601
O 0.216 -2.645 3.840
H -3.161 4.991 -5.113
N -0.312 1.659 0.835
C -2.004 4.968 -3.305
N -0.731 2.599 -0.085
H 3.908 -3.047 -0.423
H -1.791 6.029 -3.338
C -2.776 4.384 -4.302
C 0.519 -1.313 3.904
C 0.046 -0.440 2.899
H 1.693 -1.611 5.639
C -1.786 2.831 -2.224
C -1.271 1.986 -1.120
H -1.282 -3.882 4.445
H -1.524 -3.183 2.823
H 3.005 -3.797 1.667
H 1.417 -3.016 -0.102
N 4.040 -2.447 0.394
C -1.512 4.197 -2.265
H 4.953 -2.680 0.783
H 0.130 3.015 2.299
H 2.609 0.382 -0.864
O -0.714 -0.983 1.955
C 0.073 1.966 2.007
N 1.564 -0.979 0.350
H 1.657 -0.385 1.176
C 2.942 -2.746 1.394
O -1.427 0.687 -1.260
H -1.776 -2.185 4.263
H -0.918 4.640 -1.478
C -2.558 2.249 -3.225

The spin multiplicity is 1. Its net charge is +1. The total energy is -2961.66981 Eh. The calculation puts the HOMO energy at -10.359 eV. For the orbital gap, the calculation gives 6.99 eV. For the LUMO energy, the calculation gives -3.3723 eV.